{"formula": "C4H10N2O2", "method": "ωB97M-V/def2-TZVPD", "symbols": ["C", "C", "N", "O", "H", "H", "H", "H", "H", "C", "C", "N", "O", "H", "H", "H", "H", "H"], "xyz": [[-0.814, -0.374, 1.183], [-1.398, 1.002, 0.953], [-1.866, 1.606, 2.068], [-1.491, 1.494, -0.171], [-0.712, -0.432, 2.233], [0.266, -0.149, 0.876], [-1.036, -1.211, 0.533], [-1.907, 2.615, 2.070], [-1.588, 1.198, 2.996], [2.076, -0.639, -0.928], [1.090, -1.075, -1.948], [-0.157, -0.386, -1.711], [1.276, -1.951, -2.740], [2.060, -1.325, -0.027], [1.970, 0.344, -0.501], [3.245, -0.612, -1.397], [-0.885, -0.463, -2.458], [-0.127, 0.359, -1.030]], "atomic_forces_ev_per_a": [[2.8, 1.9, -0.8], [-1.0, -0.8, -1.9], [0.7, 0.0, 2.2], [0.2, 0.2, 1.1], [-0.3, -1.4, 1.1], [-1.1, -0.5, 0.5], [-0.8, 0.1, 0.4], [-0.2, -0.1, -0.2], [-0.5, 0.7, -1.6], [4.6, -0.6, 0.4], [-2.7, 1.8, 1.3], [1.7, -2.0, -2.2], [-0.1, -0.3, -0.7], [0.2, 0.4, -1.2], [-0.5, 0.5, -0.2], [-3.3, -0.5, 1.3], [1.0, 0.4, 1.4], [-0.7, 0.2, -0.8]], "nbo_charge": [-0.73, 0.67, -0.81, -0.64, 0.21, 0.23, 0.28, 0.40, 0.39, -0.73, 0.67, -0.88, -0.59, 0.24, 0.21, 0.24, 0.41, 0.41], "energy_ha": -418.4011, "smiles": "CC(N)=O.CC(N)=O"}

---

{"formula": "C3BrIS3", "method": "ωB97M-V/def2-TZVPD", "symbols": ["C", "C", "C", "S", "S", "S", "Br", "I"], "xyz": [[-1.532, 1.060, 0.486], [1.758, 0.294, -0.388], [-0.361, -1.239, -0.038], [-0.970, -2.729, 0.050], [-1.245, 0.102, -0.858], [1.255, -0.901, 0.655], [-2.618, 2.522, 0.125], [3.713, 0.891, -0.032]], "atomic_forces_ev_per_a": [[0.5, -0.6, 0.1], [0.0, 0.0, 0.0], [-0.3, -0.6, 0.1], [0.2, 0.6, -0.1], [-0.3, 0.3, 0.2], [0.1, 0.3, -0.2], [-0.2, 0.2, -0.3], [-0.1, -0.1, 0.1]], "nbo_charge": [-0.42, -0.52, -0.55, 0.21, 0.46, 0.47, 0.12, 0.23], "energy_ha": -4180.3791}

---

> What is the formula in the second record?

C3BrIS3